1.
Here is a structure of composition C15H16N5NiO2 from the Open Molecules 2025 dataset. Energies are from the ωB97M-V functional and the def2-TZVPD basis.

```
39
Properties=species:S:1:pos:R:3:forces:R:3:nbo_charge:R:1
N 1.4417 0.5974 -1.1986 -0.0935 0.0497 0.1146 -0.266
O 1.7749 -1.8298 1.5694 0.3429 0.0133 -0.1553 -0.478
C 2.4719 1.9239 2.1418 -0.0789 0.0039 0.0079 -0.199
N -1.0286 1.9264 2.0785 -0.4135 0.0507 0.0196 -0.128
C -3.3525 1.5824 1.6187 -0.2921 -0.0518 -0.0632 -0.195
C 0.9057 3.2240 3.4627 0.0697 0.0342 0.0269 -0.203
C 3.2760 3.5365 3.7225 0.0302 0.0011 -0.0087 -0.153
C -2.0501 1.2119 1.3867 0.4859 0.0743 0.1080 0.282
C -4.3574 0.8906 0.9459 0.1222 0.1493 0.1431 -0.119
H -0.1104 3.4688 3.7332 -0.0106 -0.0295 -0.0289 0.242
H 4.0998 4.0412 4.2093 0.0051 -0.0095 -0.0064 0.232
H -3.5593 2.3882 2.3075 0.0009 -0.0025 -0.0016 0.256
H 4.4681 -1.9778 0.7434 -0.0499 0.0085 0.0178 0.252
H -4.7510 -0.6883 -0.4597 0.0132 -0.0024 -0.0038 0.250
H -2.3488 -1.2218 -0.7584 0.0002 -0.0006 -0.0022 0.221
H 3.7201 -2.9535 -0.5049 -0.0036 0.0027 -0.0090 0.246
N 1.9334 -1.0258 0.6041 -0.5628 -0.3264 0.5415 -0.143
C 2.8797 -1.0003 -0.2822 -0.0252 0.0691 -0.0311 0.059
C -2.6603 -0.4296 -0.0905 -0.0683 -0.0677 -0.0472 0.085
C 2.5908 0.0154 -1.3079 -0.1498 0.1470 -0.0996 0.254
H 1.8120 1.8805 -2.5946 0.0682 -0.0094 0.0118 0.465
C 3.5282 2.5713 2.7592 0.0218 0.0150 0.0152 -0.197
C 4.0387 -1.9383 -0.2584 0.0136 -0.0101 0.0412 -0.667
O 1.0609 1.6160 -2.0457 -0.1078 -0.0508 0.0629 -0.522
H 4.4683 0.8026 -1.9458 -0.0053 0.0139 0.0110 0.259
C 1.1676 2.2544 2.4923 0.1231 0.1541 0.1448 0.131
H 3.9427 -0.6393 -2.7997 0.0110 0.0042 0.0066 0.262
H 1.7833 4.6110 4.8283 -0.0105 -0.0057 -0.0028 0.233
H 3.2217 0.9017 -3.1992 -0.0149 0.0066 0.0004 0.221
Ni 0.3130 -0.0272 0.4668 0.3587 0.3035 -0.3073 1.315
H 4.5462 2.3204 2.4951 -0.0047 -0.0082 -0.0029 0.228
C 1.9684 3.8599 4.0728 -0.0275 -0.0143 -0.0104 -0.196
N 0.1280 1.5688 1.8243 0.0726 -0.3839 -0.3711 -0.233
H 4.8201 -1.6415 -0.9535 -0.0088 0.0089 -0.0103 0.225
H 2.6467 1.1624 1.3958 0.0281 -0.0191 -0.0145 0.222
N -1.6973 0.2252 0.5528 0.1001 0.0408 -0.0020 -0.570
C 3.5980 0.3023 -2.3735 0.0118 -0.0600 -0.0056 -0.690
C -4.0040 -0.1256 0.0812 0.0436 -0.1154 -0.0960 -0.226
H -5.3969 1.1447 1.1006 0.0046 0.0163 0.0067 0.246
```
Forces are in eV/Å.

Values from the calculation:
* charge: +1
* E_LUMO (alpha / beta): -0.170 / -0.172 Ha
* spin multiplicity: 3
* HOMO-LUMO gap (alpha / beta): 6.747 / 6.550 eV
* M: 357.02 g mol⁻¹
* HOMO (alpha / beta): -11.4 / -11.2 eV

2.
Here is a structure of composition C15H16N5O3PdSe at a distorted geometry from the Open Molecules 2025 dataset. Energies are from the ωB97M-V functional and the def2-TZVPD basis.

```
41
Properties=species:S:1:pos:R:3:forces:R:3:nbo_charge:R:1
H 2.8930 -0.5730 4.2817 0.0151 -0.0213 0.0191 0.202
O 2.9055 -0.2899 -0.7543 0.0587 -0.0234 -0.1994 -0.548
H 1.0475 3.5997 4.1143 -0.0270 -0.0192 -0.0110 0.233
C 1.5302 -0.4398 2.6003 -0.0469 0.1172 0.8981 -0.025
O 0.0236 2.3539 0.0053 0.0964 0.8709 0.2166 -0.596
C 2.1631 2.9684 0.5280 0.1494 -0.1062 -0.0921 -0.014
H 2.3754 2.7554 -0.5084 -0.0606 -0.0230 -0.0042 0.241
N -2.0731 0.1759 -0.1577 -0.4734 -0.3277 0.0509 -0.717
H -5.4246 -2.9448 -2.5753 -0.0060 0.0083 -0.0104 0.218
C -4.2651 -0.5522 -0.4895 0.3793 0.1489 0.1184 0.074
H 4.6278 -0.4275 1.0231 0.0653 -0.0373 0.0990 0.197
C -5.1908 -1.4018 -1.1473 -0.1992 -0.3539 -0.2963 -0.198
H -6.2398 -1.3379 -0.8914 0.0114 -0.0049 -0.0068 0.228
H 1.4989 -1.6687 4.3609 0.0222 0.0158 0.0798 0.225
O -0.6896 -0.1695 3.0037 0.3145 0.1362 0.5729 -0.553
N 0.3027 -0.1860 2.2253 -0.7515 -0.1238 -1.0114 -0.051
H -1.3655 -1.6156 -2.0417 0.0024 -0.0399 -0.0185 0.232
C -2.4213 -1.5708 -1.8084 -0.1867 -0.4358 -0.3866 -0.228
C 2.5078 -0.4308 1.5395 -0.1140 -0.0951 -0.5172 0.228
C -2.8679 -0.6543 -0.8307 -0.1075 0.5522 0.3977 0.180
Se -3.0745 1.0951 0.9795 -0.0060 -0.1349 -0.1515 1.079
H 4.1131 3.5668 1.1141 -0.0131 -0.0178 -0.0390 0.229
C 2.7170 3.6479 2.7551 0.0079 -0.0395 -0.0899 -0.215
H 4.1891 -1.3784 2.4298 0.0374 0.0265 0.0360 0.247
N -4.5720 0.3356 0.4484 0.0060 0.0244 0.0005 -0.620
H 1.2680 0.0491 4.6464 0.0127 -0.0496 0.0405 0.233
C -4.7275 -2.2845 -2.0762 -0.4493 0.1913 0.2503 -0.206
C 3.0945 3.4066 1.4394 -0.0117 0.0527 0.2489 -0.229
N 2.0418 -0.4197 0.3271 -0.0080 0.2877 0.1322 -0.206
N 0.8757 2.7640 0.8872 -0.2447 0.1519 -0.2253 0.087
C 1.3926 3.4317 3.1039 0.1316 0.0184 0.0690 -0.206
C 1.8334 -0.6743 4.0552 -0.0714 0.0312 -0.2846 -0.655
H 3.7986 -0.1134 -0.4323 0.0090 -0.0020 0.0642 0.445
H 3.4346 3.9943 3.4853 -0.0065 0.0042 -0.0068 0.225
C 0.4899 2.9910 2.1644 0.0311 -0.0584 0.0048 -0.002
H -0.5470 2.7904 2.3752 -0.0391 -0.0669 -0.0540 0.240
H 4.2120 0.3868 2.5305 0.0131 -0.0098 0.0342 0.238
H -3.0351 -3.0803 -3.1638 0.0038 -0.0093 0.0076 0.219
Pd -0.0245 0.0087 0.0652 0.9690 -0.8361 0.1002 0.635
C -3.3485 -2.3683 -2.4117 0.5538 0.1973 0.0744 -0.193
C 3.9673 -0.4589 1.8882 -0.0677 0.0005 -0.1103 -0.672
```
Forces are in eV/Å.

Values from the calculation:
* energy relative to the best compared isomer or geometry (same formula, charge and spin): 2.2 kcal per mole
* E_LUMO (alpha / beta): -0.025 / -0.026 Ha
* spin multiplicity: 2
* HOMO-LUMO gap (alpha / beta): 5.972 / 6.111 eV
* M: 499.70 g mol⁻¹
* HOMO (alpha / beta): -6.7 / -6.8 eV

3.
Here is an isolated molecule of C15H17BrN6O at a distorted geometry from the Open Molecules 2025 dataset. Energies are from the ωB97M-V functional and the def2-TZVPD basis.

```
40
Properties=species:S:1:pos:R:3:forces:R:3:nbo_charge:R:1
C -2.2893 -2.0334 -1.8267 2.3421 -0.2002 -0.3972 -0.035
C 1.8089 -4.2653 -3.6499 2.5148 -0.6913 -0.5693 0.266
H 0.3453 3.2100 4.6993 -0.4374 -0.1176 -0.2428 0.216
O -0.2960 -2.0998 1.8794 0.7514 -0.4661 1.3051 -0.597
H 0.5320 4.0654 2.2156 -0.3566 0.5555 -0.5139 0.196
C -0.2645 -3.1688 -4.6396 2.2552 -2.1272 -1.2949 -0.166
N 1.4608 -0.0167 2.5431 -0.5535 -1.9650 1.2190 -0.339
H -2.0568 -2.0236 -4.7144 0.0578 -1.0062 0.7980 0.237
H -0.5348 2.1074 1.0516 0.4391 -0.8208 0.1983 0.227
H -0.1714 -0.2903 -1.2169 -0.3419 0.7822 -0.5291 0.194
C 0.2097 1.5023 1.5948 -0.7391 0.9574 -0.5877 -0.308
N -1.3102 -2.7129 -2.7514 1.7359 -0.0161 -0.9780 -0.175
C 0.3962 0.1377 1.7058 -0.4830 1.0124 -0.2737 0.028
C -1.2189 -0.1693 -0.8839 1.0215 0.6944 -1.9488 -0.218
H -1.5249 -3.2583 -0.1255 -0.3083 0.4966 0.0515 0.257
N -1.3299 -1.1147 0.1776 0.5528 0.9582 1.2738 -0.449
N 2.8703 -4.7092 -3.9356 -3.8213 1.4612 1.1235 -0.276
H -1.9034 -0.1961 -3.0705 -0.2860 -0.1844 0.8770 0.240
H -3.0560 -2.2888 0.0632 -0.4320 -0.4025 0.8298 0.203
C -0.3972 -1.0573 1.2789 -1.8986 -1.6813 -1.9533 0.671
H -1.4213 0.8254 -0.5578 0.1874 0.8040 0.2392 0.203
C -2.0519 -2.3065 -0.3109 1.0283 0.3691 -0.7449 -0.213
Br 0.0458 -3.3284 -6.5062 0.1600 -0.0361 0.7807 0.105
N 1.9605 1.1948 2.9876 -1.0809 -1.2288 -0.2006 -0.251
H 2.0612 3.5940 4.7867 -1.0670 0.6818 -0.2630 0.216
N -0.0580 -3.2032 -2.4109 -2.4098 -0.2274 2.1640 -0.194
H 2.7602 5.3616 2.4451 0.3251 -2.2170 0.1340 0.208
H -3.2374 -0.1007 -1.7368 1.2932 -0.2928 -0.8108 0.216
H 3.5436 3.6039 2.4277 0.7802 -0.0408 1.3704 0.224
C 1.1807 2.1155 2.4108 1.1781 -0.0204 0.3920 0.147
H 1.4645 -0.9808 3.0906 0.7544 2.9073 -1.3557 0.447
C -2.2195 -0.5138 -2.0544 -0.4932 -0.2054 2.5551 -0.415
C 1.3679 3.6212 2.7196 -0.2128 -1.4608 0.4918 -0.230
C 2.7062 4.2205 2.1930 -1.4387 1.8618 2.7715 -0.605
H 2.8317 4.2161 1.1864 -0.6466 -0.0713 -3.4715 0.210
C -1.3610 -2.6718 -4.1396 -3.3185 2.8769 1.2922 -0.069
C 0.4876 -3.6228 -3.4984 1.8282 0.1330 -2.4414 0.003
C 1.0919 3.8572 4.2658 2.1541 0.3528 -1.0248 -0.600
H 0.8078 4.9269 4.3554 0.3546 -0.6716 0.4489 0.207
H -3.2306 -2.4275 -2.0489 -1.3890 -0.7533 -0.7146 0.216
```
Forces are in eV/Å.

Values from the calculation:
* energy relative to the best compared isomer or geometry (same formula, charge and spin): 41.3 kcal per mole
* E_LUMO: 0.012 Ha
* HOMO-LUMO gap: 9.773 eV
* M: 377.25 g mol⁻¹
* HOMO: -9.4 eV